Run 1
The following is a DFT calculation (ωB97M-V/def2-TZVPD) of 3 unconnected molecules or ions with the total composition C3H12N2O2.

Element x y z (Å)
C  1.210  1.956  -0.485
C  -0.003  1.222  -1.033
N  0.321  -0.221  -1.007
C  0.050  -1.002  -0.040
N  -1.138  -1.004  0.671
H  1.164  1.961  0.598
H  2.110  1.481  -0.853
H  1.284  2.965  -0.888
H  -0.916  1.405  -0.460
H  -0.156  1.464  -2.079
H  0.908  -1.365  0.546
H  -1.783  -0.347  0.263
H  -1.375  -1.850  1.151
O  -3.580  0.455  -0.832
H  -4.082  0.027  -0.131
H  -2.940  -0.209  -1.132
O  2.887  -1.937  1.925
H  3.700  -2.360  2.226
H  2.341  -2.640  1.561

Summary:
SMILES = CC/N=C\N.O.O
Frontier orbital gap = 8.59 eV

Run 2
The following is a DFT calculation (ωB97M-V/def2-TZVPD) of 3 unconnected molecules or ions with the total composition C3H12N2O2.

Element x y z (Å)
H  -0.418  -1.264  -2.013
N  -0.116  -0.628  -1.273
C  -0.539  0.542  -1.531
N  -0.447  1.587  -0.635
C  -1.664  2.388  -0.444
C  -2.240  3.047  -1.723
H  -0.858  0.826  -2.523
H  -0.118  1.297  0.276
H  -2.416  1.822  0.122
H  -1.400  3.200  0.231
H  -1.856  2.572  -2.621
H  -3.295  2.873  -1.769
H  -1.939  4.085  -1.710
O  2.253  -0.486  3.220
H  1.322  -0.709  3.097
H  2.322  0.404  2.857
O  2.141  -5.415  1.480
H  2.184  -4.462  1.312
H  1.506  -5.679  0.799

Summary:
SMILES = [H]/N=C/NCC.O.O
Frontier orbital gap = 9.86 eV

Run 3
The following is a DFT calculation (ωB97M-V/def2-TZVPD) of 3 unconnected molecules or ions with the total composition C3H12N2O2.

Element x y z (Å)
C  1.763  0.445  -1.173
C  0.793  -0.043  0.004
N  -0.531  -0.207  -0.528
C  -1.415  -0.564  0.412
N  -1.441  -0.193  1.739
H  1.697  -0.347  -1.882
H  1.509  1.377  -1.756
H  2.783  0.616  -0.792
H  1.277  -0.943  0.364
H  0.914  0.927  0.642
H  -2.390  -0.913  0.131
H  -0.513  0.178  2.007
H  -1.958  -0.894  2.272
O  1.418  -1.434  2.448
H  0.480  -1.523  2.266
H  1.472  -0.420  2.700
O  -2.216  1.596  -2.940
H  -1.606  1.332  -2.229
H  -2.035  1.009  -3.685

Summary:
SMILES = CC/N=C\N.O.O
Frontier orbital gap = 9.74 eV

The structure with the greatest stability is run 2.